[1]
Formula: C8H13NO3S
Source: OMol25
Level of theory: wB97M-V/def2-TZVPD

Geometry as XYZ:
```
26
Properties=species:S:1:pos:R:3:lowdin_charge:R:1
C -2.06 1.89 -0.11 -0.24
C 2.59 -0.87 -0.74 -0.15
C 2.22 -0.59 0.78 -0.14
C 1.74 0.08 -1.55 -0.09
C 2.26 0.91 1.04 -0.21
C 1.20 1.14 -1.05 -0.17
C -3.49 -0.95 1.07 -0.11
C -1.51 0.80 0.35 -0.18
N -2.53 2.97 -0.38 0.18
O -2.85 -0.64 -1.46 -0.32
O -1.21 -1.82 0.01 -0.32
O 1.40 1.64 0.21 -0.13
S -2.19 -0.81 -0.19 0.61
H 3.64 -0.68 -0.71 0.09
H 2.45 -1.89 -1.20 0.12
H 1.23 -0.92 0.92 0.08
H 3.02 -1.02 1.41 0.12
H 1.72 -0.12 -2.54 0.07
H -2.39 3.46 -1.29 0.11
H 1.82 1.18 2.03 0.13
H 3.21 1.55 1.02 0.15
H 0.65 1.84 -1.58 0.11
H -2.87 -0.85 1.98 0.08
H -3.98 0.01 0.91 0.07
H -4.07 -1.73 1.17 0.00
H -0.62 0.94 1.08 0.14
```

## Properties
net charge	0
max |F|	6.97	eV Å⁻¹
HOMO level	-0.317	Eh
E_LUMO	0.610	eV
DFT total energy	-26970.286	eV
SMILES	CS(=O)(=O)C=C=N.C1=COCCC1
gap between HOMO and LUMO	0.33985	hartree

[2]
Formula: C8H13NOSr
Source: OMol25
Level of theory: wB97M-V/def2-TZVPD

Geometry as XYZ:
```
24
Properties=species:S:1:pos:R:3:lowdin_charge:R:1
C 2.61 0.17 0.30 -0.23
C 2.51 -0.25 -1.06 -0.27
C 2.03 -1.60 -1.07 -0.30
C 1.82 -2.00 0.29 -0.28
C 2.18 -0.91 1.13 -0.24
Sr -0.23 -0.16 -0.33 1.34
N -0.67 1.59 1.23 -0.33
C -0.81 2.57 0.18 -0.68
C -0.50 2.33 -1.22 -0.37
H 1.73 -2.17 -1.96 0.07
H 2.66 0.39 -1.94 0.08
H 1.37 -2.96 0.62 0.08
H 2.11 -0.88 2.23 0.08
H 2.90 1.17 0.65 0.08
H 0.51 2.44 -1.58 -0.06
H -1.89 2.82 0.11 0.05
H -0.85 2.10 2.10 -0.07
H -1.19 1.80 -1.86 -0.08
H -0.13 3.43 0.41 0.05
C -3.27 -2.01 0.35 -0.38
O -2.10 -1.26 0.26 -0.61
H -3.90 -1.88 -0.53 0.03
H -3.82 -1.68 1.22 0.03
H -3.06 -3.07 0.45 0.03
```

## Properties
net charge	-2
max |F|	2.21	eV Å⁻¹
HOMO level	0.071	Eh
E_LUMO	5.532	eV
DFT total energy	-12876.002	eV
gap between HOMO and LUMO	0.13270	hartree

[3]
Formula: C8H13O2S
Source: OMol25
Level of theory: wB97M-V/def2-TZVPD

Geometry as XYZ:
```
24
Properties=species:S:1:pos:R:3:lowdin_charge:R:1
C -1.59 -2.71 -1.08 -0.71
C -0.33 -3.26 -3.47 -0.08
C 0.60 -2.13 -3.00 -0.09
C -0.53 -2.81 -2.24 -0.15
C -1.04 0.94 0.02 -0.13
C -0.20 0.35 2.47 -0.13
C 0.97 1.93 0.94 -0.18
C 0.09 0.74 1.04 -0.84
O -1.26 -2.51 0.10 -0.12
O -2.73 -2.62 -1.50 0.00
S 1.10 -0.77 0.24 0.63
H -0.67 -4.02 -4.25 0.09
H 0.05 -1.74 0.33 -0.12
H 1.61 -2.32 -2.80 0.06
H 0.42 -1.11 -3.36 0.09
H -0.58 0.88 -1.03 0.10
H -1.67 -0.01 0.08 0.09
H -1.58 1.77 0.21 0.03
H -0.75 1.19 2.94 0.09
H 0.68 -0.02 2.87 0.02
H -0.88 -0.61 2.57 0.12
H 1.84 2.02 1.64 0.09
H 1.45 2.16 -0.11 0.11
H 0.40 2.77 1.10 0.03
```

## Properties
spin multiplicity	3
net charge	-1
max |F|	8.15	eV Å⁻¹
HOMO level (alpha / beta)	-0.059 / -0.170	Eh
E_LUMO (alpha / beta)	3.302 / 1.912	eV
DFT total energy	-23431.260	eV
gap between HOMO and LUMO (alpha / beta)	0.18033 / 0.24042	hartree

[4]
Formula: C8H13O3P
Source: OMol25
Level of theory: wB97M-V/def2-TZVPD

Geometry as XYZ:
```
25
Properties=species:S:1:pos:R:3:lowdin_charge:R:1
C -0.07 -0.18 -0.28 -0.03
C -0.81 -1.26 -0.43 -0.39
C 2.73 -0.33 -0.45 -0.31
C -2.36 -1.12 -0.60 -0.16
C -2.68 0.41 -0.39 -0.22
C -0.31 -2.65 -0.59 -0.07
C 4.30 1.60 -0.45 0.06
C -0.87 2.15 1.29 -0.13
O 3.16 -1.38 -0.81 0.14
O -0.79 2.18 -1.44 -0.37
O 2.97 0.90 -0.36 -0.03
P -1.07 1.27 -0.33 0.60
H -2.70 -1.34 -1.54 0.08
H -2.73 -1.88 0.18 0.14
H -3.43 0.63 -1.11 0.07
H -3.30 0.69 0.44 0.07
H -0.56 -3.41 0.23 0.12
H 0.74 -2.68 -0.64 0.03
H -0.46 -2.92 -1.61 0.08
H 4.98 0.76 -0.31 0.09
H 4.39 2.33 0.47 0.14
H 4.21 2.04 -1.35 0.05
H -0.72 1.61 2.13 0.01
H -0.10 2.80 1.18 0.01
H -1.69 2.67 1.62 0.02
```

## Properties
net charge	0
max |F|	5.21	eV Å⁻¹
HOMO level (alpha / beta)	-0.296 / -0.323	Eh
E_LUMO (alpha / beta)	-0.645 / -0.005	eV
DFT total energy	-23932.770	eV
gap between HOMO and LUMO (alpha / beta)	0.27196 / 0.32326	hartree

[5]
Formula: C8H13P
Source: OMol25
Level of theory: wB97M-V/def2-TZVPD

Geometry as XYZ:
```
22
Properties=species:S:1:pos:R:3:lowdin_charge:R:1
C 2.09 -1.89 1.53 0.02
C 1.03 -0.16 -2.19 0.03
C 0.91 -1.28 1.38 -0.20
C 1.32 -0.37 -0.90 -0.19
C -1.61 0.78 -0.33 -0.28
C -1.07 -0.62 -0.03 -0.19
C -1.40 1.73 0.84 -0.53
C 0.42 -0.67 0.17 -0.31
P 0.40 1.99 1.25 0.85
H 2.36 -2.35 2.46 0.05
H 2.80 -1.98 0.73 0.05
H 1.80 0.09 -2.89 0.05
H 0.03 -0.23 -2.58 0.05
H 0.22 -1.28 2.22 0.10
H 2.36 -0.31 -0.60 0.10
H -1.11 1.18 -1.21 0.09
H -2.68 0.72 -0.54 0.11
H -1.57 -1.01 0.86 0.11
H -1.33 -1.28 -0.86 0.12
H -1.82 2.71 0.60 0.06
H -1.90 1.37 1.74 0.06
H 0.70 2.51 -0.01 -0.14
```

## Properties
net charge	0
max |F|	1.12	eV Å⁻¹
HOMO level (alpha / beta)	-0.268 / -0.279	Eh
E_LUMO (alpha / beta)	-0.374 / -0.542	eV
DFT total energy	-17792.427	eV
gap between HOMO and LUMO (alpha / beta)	0.25445 / 0.25893	hartree

[6]
Formula: C8H13PS
Source: OMol25
Level of theory: wB97M-V/def2-TZVPD

Geometry as XYZ:
```
23
Properties=species:S:1:pos:R:3:lowdin_charge:R:1
C 0.46 -1.23 -0.96 -0.09
C -0.88 -0.96 -1.09 -0.22
C 1.74 0.75 -0.35 -0.73
C 1.40 -0.73 0.06 -0.42
C -1.69 -0.28 -0.22 -0.49
C 2.98 0.83 -1.19 -0.15
C 0.98 -0.81 1.53 -0.09
C -3.82 0.99 0.90 -0.39
P 0.78 2.03 0.06 0.88
S -3.31 0.15 -0.63 0.85
H 0.93 -1.74 -1.79 0.10
H -1.36 -1.32 -2.00 0.10
H 2.34 -1.28 -0.05 0.12
H -1.35 0.11 0.72 0.01
H 3.19 1.86 -1.48 0.06
H 2.86 0.23 -2.09 0.08
H 3.84 0.44 -0.64 0.08
H 1.87 -0.75 2.16 0.08
H 0.49 -1.77 1.72 0.08
H 0.32 0.00 1.81 0.03
H -4.80 1.40 0.72 0.03
H -3.11 1.80 1.11 0.03
H -3.84 0.28 1.71 0.04
```

## Properties
net charge	0
max |F|	0.91	eV Å⁻¹
HOMO level (alpha / beta)	-0.250 / -0.286	Eh
E_LUMO (alpha / beta)	-0.548 / -0.352	eV
DFT total energy	-28627.397	eV
gap between HOMO and LUMO (alpha / beta)	0.22963 / 0.27268	hartree

[7]
Formula: C8H14
Source: OMol25
Level of theory: wB97M-V/def2-TZVPD

Geometry as XYZ:
```
22
Properties=species:S:1:pos:R:3:lowdin_charge:R:1
C 0.24 -0.59 -0.34 -0.32
C 0.07 0.49 0.43 -0.10
C 0.08 0.71 -1.07 -0.05
C -1.95 -0.66 0.23 -0.13
C 0.69 -1.99 -0.47 -0.03
C -2.86 0.52 0.42 -0.17
C 2.26 0.50 0.66 -0.09
C 3.06 1.44 0.17 -0.11
H -0.16 0.91 1.39 0.12
H -0.85 0.92 -1.59 0.09
H 0.95 1.16 -1.52 0.08
H -2.15 -1.23 -0.67 0.06
H -1.87 -1.31 1.10 0.07
H 2.57 -0.14 1.48 0.04
H 0.72 -2.48 0.50 0.09
H 0.02 -2.53 -1.13 0.09
H 1.69 -2.00 -0.91 0.09
H -2.63 1.08 1.33 0.07
H -3.91 0.22 0.48 0.07
H -2.79 1.22 -0.42 0.06
H 4.05 1.66 0.57 0.04
H 2.76 2.08 -0.66 0.03
```

## Properties
net charge	0
max |F|	4.87	eV Å⁻¹
HOMO level (alpha / beta)	-0.239 / -0.240	Eh
E_LUMO (alpha / beta)	1.018 / 1.011	eV
DFT total energy	-8514.952	eV
gap between HOMO and LUMO (alpha / beta)	0.27651 / 0.27752	hartree

[8]
Formula: C8H14AsCoF6N6S
Source: OMol25
Level of theory: wB97M-V/def2-TZVPD

Geometry as XYZ:
```
37
Properties=species:S:1:pos:R:3:lowdin_charge:R:1
Co 0.06 -0.30 0.97 0.58
C -1.91 0.12 -2.71 0.04
C -1.38 0.21 -1.33 -0.17
N -0.75 -0.71 -0.70 -0.03
N -0.44 -1.92 -1.24 0.06
C 0.04 -2.86 -0.40 -0.71
N 0.47 -4.00 -0.86 0.21
S -0.02 -2.54 1.29 0.88
C -1.57 1.42 -0.50 -0.17
C -2.29 2.53 -0.91 0.05
C -2.40 3.61 -0.05 0.03
C -1.81 3.55 1.20 0.02
C -1.12 2.39 1.55 -0.05
N -1.00 1.36 0.73 0.04
H -1.71 -0.83 -3.19 0.09
H -1.49 0.91 -3.32 0.13
H -3.00 0.26 -2.69 0.12
H -0.35 -2.02 -2.24 0.17
H 0.64 -4.17 -1.84 0.16
H 0.84 -4.69 -0.22 0.15
H -2.76 2.56 -1.89 0.14
H -2.95 4.49 -0.35 0.14
H -1.87 4.37 1.89 0.14
H -0.69 2.29 2.54 0.11
F 1.74 -0.17 0.06 -0.38
As 3.45 -1.00 -0.94 0.86
F 4.20 -0.37 0.44 -0.19
F 3.41 0.50 -1.70 -0.18
F 4.74 -1.73 -1.71 -0.13
F 2.20 -1.52 -2.07 -0.25
F 2.93 -2.36 0.02 -0.25
N 0.14 0.31 3.71 0.03
N 1.01 0.03 2.63 -0.09
H 0.62 0.78 4.47 0.12
H -0.26 -0.55 4.07 0.10
H 1.63 -0.77 2.79 0.12
H 1.64 0.82 2.49 0.14
```

## Properties
spin multiplicity	3
net charge	+2
max |F|	1.97	eV Å⁻¹
HOMO level (alpha / beta)	-0.615 / -0.616	Eh
E_LUMO (alpha / beta)	-9.221 / -8.820	eV
DFT total energy	-143056.644	eV
gap between HOMO and LUMO (alpha / beta)	0.27581 / 0.29172	hartree